One molecule with the formula C11H13NO2. Source: the Open Molecules 2025 dataset; level of theory: ωB97M-V with the def2-TZVPD basis set.

Each line ends with the Löwdin charge.
Element x y z (Å)
C1 -0.10 3.41 -0.72  -0.09
C2 0.45 2.96 -1.94  -0.12
C3 -0.41 2.42 0.15  -0.01
C4 0.55 1.64 -2.33  -0.02
C5 -0.24 0.98 -0.11  -0.12
C6 0.12 0.59 -1.40  -0.23
C7 -0.62 -1.61 -2.03  0.05
C8 -0.43 0.12 0.92  -0.19
C9 1.34 -1.62 0.62  -0.02
C10 -1.13 -2.29 0.84  0.02
C11 0.03 -1.24 1.30  -0.54
N1 0.08 -0.67 -1.82  0.03
O1 -1.26 0.71 1.88  -0.01
O2 0.15 -1.43 2.68  0.03
H1 -0.30 4.45 -0.38  0.12
H2 0.76 3.71 -2.74  0.12
H3 -0.64 2.72 1.18  0.12
H4 0.87 1.20 -3.34  0.13
H5 -0.39 -2.56 -2.44  0.05
H6 1.34 -2.04 -0.40  0.08
H7 1.71 -2.37 1.35  0.09
H8 2.13 -0.77 0.64  0.12
H9 -1.20 -1.99 -0.22  0.01
H10 -0.86 -3.37 1.05  0.10
H11 -1.98 -1.98 1.49  0.09
H12 -0.97 0.49 2.84  0.16
H13 1.00 -1.48 2.95  0.04

Properties
E_tot (Ha): -631.99918
LUMO (spin up / spin down) (eV): -0.07 / 0.08
Net charge: 0
Highest occupied orbital energy (spin up / spin down) (eV): -6.94 / -6.55
Frontier orbital gap (spin up / spin down) (Eh): 0.2525 / 0.2438
Maximum force (Eh/bohr): 0.088

=====

One molecule with the formula C11H13O2PSi. Source: the Open Molecules 2025 dataset; level of theory: ωB97M-V with the def2-TZVPD basis set.

Each line ends with the Löwdin charge.
Element x y z (Å)
C1 1.98 0.58 1.82  -0.15
Si1 1.45 0.79 -0.02  0.51
C2 1.09 2.58 -0.58  -0.18
C3 2.54 -0.03 -1.32  -0.15
O1 -0.06 0.01 -0.16  -0.15
C4 -0.10 -1.30 0.16  -0.42
O2 0.87 -2.04 0.42  0.05
C5 -1.58 -1.77 0.20  -0.05
C6 -1.82 -3.08 0.70  0.01
C7 -3.11 -3.65 0.85  -0.05
C8 -4.15 -2.89 0.33  -0.05
C9 -3.91 -1.61 -0.27  -0.03
C10 -2.66 -1.03 -0.38  -0.27
C11 -2.43 0.26 -1.03  -0.54
P1 -2.27 1.64 -1.73  0.85
H1 2.44 1.55 2.09  0.02
H2 1.07 0.28 2.37  0.03
H3 2.85 -0.14 2.00  0.06
H4 0.64 2.50 -1.48  -0.08
H5 0.12 2.93 0.08  0.09
H6 1.83 3.44 -0.67  0.05
H7 2.27 0.29 -2.29  0.01
H8 3.57 0.36 -1.28  0.04
H9 2.53 -1.09 -1.04  0.03
H10 -0.92 -3.54 0.97  0.09
H11 -3.18 -4.59 1.18  0.06
H12 -5.04 -3.55 0.35  0.11
H13 -4.81 -1.17 -0.71  0.11

Properties
E_tot (Ha): -1208.26387
LUMO (eV): -0.40
Net charge: 0
SMILES string: C[Si](C)(C)OC(=O)c1ccccc1C#P
Highest occupied orbital energy (eV): -8.97
Frontier orbital gap (Eh): 0.3148
Maximum force (Eh/bohr): 0.113

=====

One molecule with the formula C11H14. Source: the Open Molecules 2025 dataset; level of theory: ωB97M-V with the def2-TZVPD basis set.

Each line ends with the Löwdin charge.
Element x y z (Å)
C1 -1.79 -1.67 -1.79  0.03
C2 -1.24 -0.67 -1.10  -0.34
C3 -0.22 0.28 -1.77  -0.08
C4 0.50 1.07 -0.61  -0.12
C5 1.23 0.42 0.60  -0.48
C6 2.28 1.33 1.19  -0.03
C7 1.67 -0.96 0.44  -0.04
C8 -0.21 0.74 0.72  -0.13
C9 -1.65 0.81 1.01  -0.07
C10 -2.07 -0.57 1.51  -0.01
C11 -1.22 -0.46 0.29  -0.27
H1 -2.37 -2.53 -1.22  0.11
H2 -1.45 -1.62 -2.82  0.05
H3 0.60 -0.31 -2.35  0.14
H4 -0.78 1.00 -2.48  0.14
H5 0.77 2.18 -0.72  0.15
H6 2.66 1.13 2.11  0.05
H7 2.00 2.37 1.12  0.08
H8 3.12 1.41 0.48  0.09
H9 1.79 -1.45 1.44  0.10
H10 2.68 -0.82 -0.14  0.13
H11 0.87 -1.56 -0.16  0.12
H12 -2.26 1.61 0.56  0.15
H13 -1.75 -1.02 2.48  0.11
H14 -3.18 -0.72 1.22  0.14

Properties
E_tot (Ha): -427.33025
LUMO (eV): 0.98
Net charge: 0
SMILES string: C=C1C[C@@H]2C(C)(C)[C@@]23[C@@H]2C[C@@]123
Highest occupied orbital energy (eV): -7.75
Frontier orbital gap (Eh): 0.3210
Maximum force (Eh/bohr): 0.072

=====

C11H14AuN6S as an isolated structure. Source: the Open Molecules 2025 dataset; level of theory: ωB97M-V with the def2-TZVPD basis set.

Each line ends with the Löwdin charge.
Element x y z (Å)
Au1 0.61 -0.63 0.01  1.14
N1 2.69 -0.63 0.28  -0.04
N2 3.08 -1.12 1.55  0.00
C1 2.34 -2.12 2.07  -0.70
N3 2.77 -2.79 3.10  0.21
S1 0.79 -2.49 1.38  0.83
H1 3.03 -1.27 -0.44  0.15
H2 3.16 0.27 0.13  0.13
H3 4.03 -0.93 1.84  0.20
H4 3.69 -2.66 3.51  0.17
H5 2.18 -3.49 3.55  0.16
N4 -1.89 1.38 -0.34  0.16
C2 -2.27 0.07 -0.30  -0.25
C3 -3.64 -0.24 -0.33  0.06
C4 -4.05 -1.54 -0.39  0.04
C5 -3.09 -2.57 -0.43  0.01
C6 -1.77 -2.23 -0.36  -0.13
N5 -1.36 -0.92 -0.27  -0.07
C7 -0.70 1.97 -0.71  -0.25
C8 -0.72 3.35 -0.94  0.05
C9 0.42 3.99 -1.36  0.04
C10 1.58 3.24 -1.58  0.00
C11 1.54 1.91 -1.32  -0.11
N6 0.43 1.26 -0.87  -0.04
H6 -2.66 2.03 -0.28  0.17
H7 -4.35 0.58 -0.35  0.15
H8 -5.10 -1.77 -0.43  0.15
H9 -3.37 -3.61 -0.51  0.14
H10 -1.01 -2.99 -0.38  0.08
H11 -1.64 3.90 -0.79  0.15
H12 0.40 5.06 -1.55  0.15
H13 2.49 3.69 -1.96  0.14
H14 2.41 1.31 -1.53  0.11

Properties
E_tot (Ha): -1288.95610
LUMO (eV): -12.34
Net charge: +3
Highest occupied orbital energy (eV): -18.45
Frontier orbital gap (Eh): 0.2247
Maximum force (Eh/bohr): 0.014

=====

What did the first record say?
One molecule with the formula C11H13NO2. Source: the Open Molecules 2025 dataset; level of theory: ωB97M-V with the def2-TZVPD basis set.

Each line ends with the Löwdin charge.
Element x y z (Å)
C1 -0.10 3.41 -0.72  -0.09
C2 0.45 2.96 -1.94  -0.12
C3 -0.41 2.42 0.15  -0.01
C4 0.55 1.64 -2.33  -0.02
C5 -0.24 0.98 -0.11  -0.12
C6 0.12 0.59 -1.40  -0.23
C7 -0.62 -1.61 -2.03  0.05
C8 -0.43 0.12 0.92  -0.19
C9 1.34 -1.62 0.62  -0.02
C10 -1.13 -2.29 0.84  0.02
C11 0.03 -1.24 1.30  -0.54
N1 0.08 -0.67 -1.82  0.03
O1 -1.26 0.71 1.88  -0.01
O2 0.15 -1.43 2.68  0.03
H1 -0.30 4.45 -0.38  0.12
H2 0.76 3.71 -2.74  0.12
H3 -0.64 2.72 1.18  0.12
H4 0.87 1.20 -3.34  0.13
H5 -0.39 -2.56 -2.44  0.05
H6 1.34 -2.04 -0.40  0.08
H7 1.71 -2.37 1.35  0.09
H8 2.13 -0.77 0.64  0.12
H9 -1.20 -1.99 -0.22  0.01
H10 -0.86 -3.37 1.05  0.10
H11 -1.98 -1.98 1.49  0.09
H12 -0.97 0.49 2.84  0.16
H13 1.00 -1.48 2.95  0.04

Properties
E_tot (Ha): -631.99918
LUMO (spin up / spin down) (eV): -0.07 / 0.08
Net charge: 0
Highest occupied orbital energy (spin up / spin down) (eV): -6.94 / -6.55
Frontier orbital gap (spin up / spin down) (Eh): 0.2525 / 0.2438
Maximum force (Eh/bohr): 0.088